Record 1
# C6H7ClO4

One molecule with the formula C6H7ClO4 at a distorted geometry (wB97M-V/def2-TZVPD, the OMol25 dataset).

ORCA input file:
```
! wB97M-V def2-TZVPD RIJCOSX def2/J DEFGRID3
* xyz 0 1
C -1.08 1.93 -0.19
C -1.69 0.74 -0.17
C -1.10 -0.56 -0.46
C 0.31 2.31 -0.58
C 1.93 1.01 0.22
C -1.30 -2.91 -0.41
O 0.03 -0.61 -0.84
O 1.20 2.09 0.43
O 2.55 0.86 1.45
O -1.81 -1.63 -0.23
Cl -3.26 0.60 0.61
H -1.72 2.69 0.36
H 0.69 1.60 -1.46
H 0.48 3.35 -0.93
H -1.99 -3.37 -1.08
H -1.38 -3.57 0.46
H -0.23 -2.57 -0.74
H 3.31 0.23 1.38
*
```

Kohn-Sham gap = 9.3 eV
Highest occupied orbital energy = -9.22 eV



Record 2
# C27H26N7O5Ru

C27H26N7O5Ru as an isolated structure (wB97M-V/def2-TZVPD, the OMol25 dataset).

ORCA input file:
```
! wB97M-V def2-TZVPD RIJCOSX def2/J DEFGRID3
* xyz 0 6
Ru -0.06 0.66 -1.85
C -3.70 3.40 -1.14
C -2.90 2.13 -1.27
O -1.66 2.21 -1.16
C -3.65 0.92 -1.47
C -3.20 -0.38 -1.66
C -4.18 -1.50 -1.70
N -1.88 -0.65 -1.81
N -1.57 -1.93 -1.82
C -0.27 -2.14 -2.25
O 0.38 -1.32 -2.91
C 0.34 -3.43 -1.84
C -0.43 -4.51 -1.41
C 0.20 -5.67 -0.98
C 1.59 -5.73 -0.95
C 2.35 -4.65 -1.36
C 1.73 -3.50 -1.81
H -3.04 4.23 -0.91
H -4.45 3.31 -0.35
H -4.23 3.60 -2.07
H -4.72 1.04 -1.44
H -5.20 -1.13 -1.62
H -3.99 -2.19 -0.88
H -4.07 -2.08 -2.62
H -1.51 -4.43 -1.43
H -0.39 -6.51 -0.66
H 2.07 -6.63 -0.60
H 3.43 -4.70 -1.32
H 2.30 -2.63 -2.12
O -0.29 0.29 0.56
C 0.94 0.49 1.30
C 2.02 0.84 0.26
O 3.00 1.49 0.60
O 1.81 0.36 -0.92
C 1.36 -0.84 1.92
C 2.54 -0.92 2.65
C 2.98 -2.15 3.12
C 2.26 -3.31 2.86
C 1.09 -3.23 2.12
C 0.64 -2.00 1.65
C 0.70 1.64 2.26
C 0.40 2.89 1.72
C 0.10 3.97 2.53
C 0.09 3.82 3.92
C 0.37 2.58 4.46
C 0.67 1.49 3.64
H -0.94 0.95 0.83
H 3.13 -0.03 2.81
H 3.90 -2.20 3.69
H 2.61 -4.26 3.23
H 0.53 -4.12 1.89
H -0.26 -1.94 1.06
H 0.40 3.02 0.64
H -0.13 4.94 2.09
H -0.13 4.66 4.56
H 0.36 2.45 5.54
H 0.86 0.53 4.08
N 2.56 3.94 -1.47
N 1.45 3.66 -2.27
N 0.58 4.56 -2.66
C -0.24 3.81 -3.39
N 0.15 2.53 -3.46
N 1.27 2.47 -2.73
H 2.25 4.59 -0.76
H 2.85 3.05 -1.05
H -1.13 4.19 -3.87
*
```

Kohn-Sham gap (alpha / beta) = 7.8 / 6.4 eV
Highest occupied orbital energy (alpha / beta) = -7.62 / -8.07 eV
⟨S²⟩ = 8.781



Record 3
# C18H29N3O4

One molecule with the formula C18H29N3O4 (wB97M-V/def2-TZVPD, the OMol25 dataset).

ORCA input file:
```
! wB97M-V def2-TZVPD RIJCOSX def2/J DEFGRID3
* xyz 0 1
C 5.96 -3.44 -0.77
C 4.62 -2.84 -0.37
C 3.57 -3.06 -1.46
N 2.29 -2.51 -1.06
C 1.15 -3.22 -1.23
O 1.12 -4.39 -1.56
N -0.04 -2.56 -0.96
C -0.31 -1.31 -0.39
C -1.21 -1.26 0.67
C -1.60 -0.08 1.27
O -2.45 -0.02 2.34
C -2.88 -1.22 2.95
C -3.72 -0.84 4.16
C -1.09 1.15 0.78
N -1.42 2.35 1.40
C -0.66 3.55 1.14
C -1.24 4.35 -0.03
O -2.60 4.66 0.20
C -3.35 3.48 0.42
C -2.81 2.69 1.62
C -0.19 1.09 -0.29
C 0.20 -0.10 -0.88
O 1.09 -0.17 -1.94
C 1.23 0.94 -2.80
C -0.04 1.26 -3.57
H 6.70 -3.28 0.02
H 5.87 -4.51 -0.93
H 6.33 -2.98 -1.68
H 4.73 -1.77 -0.19
H 4.27 -3.30 0.56
H 3.42 -4.12 -1.63
H 3.91 -2.60 -2.39
H 2.22 -1.51 -0.99
H -0.80 -3.22 -0.90
H -1.59 -2.20 1.04
H -3.49 -1.80 2.24
H -2.02 -1.82 3.25
H -4.06 -1.73 4.67
H -4.58 -0.25 3.85
H -3.12 -0.24 4.84
H 0.39 3.31 0.97
H -0.73 4.17 2.05
H -0.73 5.31 -0.14
H -1.15 3.78 -0.97
H -4.38 3.81 0.60
H -3.32 2.85 -0.48
H -3.40 1.79 1.77
H -2.87 3.31 2.52
H 0.21 2.01 -0.68
H 1.59 1.82 -2.25
H 2.02 0.63 -3.49
H -0.36 0.39 -4.13
H 0.15 2.08 -4.26
H -0.84 1.54 -2.89
*
```

Kohn-Sham gap = 8.0 eV
Structure (SMILES) = CCCNC(=O)Nc1cc(OCC)c(N2CCOCC2)cc1OCC
Highest occupied orbital energy = -7.33 eV



Record 4
# C23H25N3O5

One molecule with the formula C23H25N3O5 at a distorted geometry (wB97M-V/def2-TZVPD, the OMol25 dataset).

ORCA input file:
```
! wB97M-V def2-TZVPD RIJCOSX def2/J DEFGRID3
* xyz 0 1
C -0.81 -0.23 2.32
O -2.08 -0.25 1.72
C -2.89 -1.34 2.13
C -2.63 -2.63 1.33
C -3.60 -2.78 0.15
N -3.52 -1.67 -0.76
C -4.35 -0.62 -0.69
O -5.36 -0.58 -0.02
C -3.88 0.56 -1.56
N -2.61 1.07 -1.08
C -1.44 0.51 -1.47
O -1.39 -0.41 -2.27
C -0.22 1.06 -0.83
C 0.78 0.16 -0.62
N 1.90 0.44 0.08
C 2.89 -0.57 0.23
C 3.27 -1.00 1.49
C 4.24 -1.97 1.63
C 4.83 -2.52 0.50
C 4.46 -2.09 -0.77
C 3.49 -1.10 -0.92
O 3.06 -0.60 -2.11
C 3.64 -1.09 -3.30
C 2.13 1.69 0.66
O 3.12 1.89 1.34
C 1.12 2.70 0.36
C 1.35 4.00 0.82
C 0.47 5.02 0.52
C -0.65 4.75 -0.26
C -0.89 3.47 -0.72
C -0.03 2.42 -0.39
H -0.17 -1.06 1.97
H -0.34 0.72 2.05
H -0.88 -0.29 3.41
H -3.92 -1.01 1.97
H -2.74 -1.52 3.20
H -1.61 -2.62 0.95
H -2.74 -3.49 1.98
H -4.63 -2.82 0.53
H -3.39 -3.71 -0.39
H -2.69 -1.59 -1.34
H -4.63 1.35 -1.52
H -3.74 0.22 -2.59
H -2.63 1.57 -0.21
H 0.69 -0.85 -0.99
H 2.81 -0.56 2.36
H 4.54 -2.31 2.61
H 5.59 -3.28 0.59
H 4.94 -2.52 -1.63
H 3.14 -0.55 -4.10
H 4.71 -0.89 -3.33
H 3.46 -2.16 -3.42
H 2.24 4.18 1.40
H 0.65 6.02 0.88
H -1.32 5.55 -0.53
H -1.74 3.29 -1.36
*
```

Kohn-Sham gap = 8.7 eV
Structure (SMILES) = COCCCNC(=O)CNC(=O)c1cn(-c2ccccc2OC)c(=O)c2ccccc12
Highest occupied orbital energy = -8.26 eV



Record 5
# C22H37ClCoN3O6

C22H37ClCoN3O6 as an isolated structure at a distorted geometry (wB97M-V/def2-TZVPD, the OMol25 dataset).

ORCA input file:
```
! wB97M-V def2-TZVPD RIJCOSX def2/J DEFGRID3
* xyz -1 4
O 0.98 1.90 -1.54
C 0.11 1.04 -2.41
C -0.18 1.93 -3.56
C 0.90 2.47 -4.26
H 1.91 2.15 -3.98
C 0.69 3.40 -5.27
H 1.56 3.84 -5.77
C -0.61 3.77 -5.64
H -0.77 4.50 -6.43
C -1.70 3.18 -4.99
H -2.72 3.42 -5.27
C -1.48 2.27 -3.96
H -2.32 1.80 -3.43
H 0.78 0.21 -2.66
C -1.78 -0.72 -2.78
C -1.31 0.22 -1.72
H -2.36 -0.20 -3.55
H -2.41 -1.57 -2.43
H -0.91 -1.17 -3.27
C -2.01 0.88 -0.77
C -3.42 1.38 -0.87
H -1.45 1.28 0.09
H -3.48 2.29 -1.48
H -3.82 1.61 0.12
H -4.07 0.61 -1.32
Co -2.58 -1.45 -0.52
Cl -4.68 -1.80 -0.68
C -1.80 -0.22 2.02
O -1.77 -1.24 1.27
N -0.85 0.00 2.92
C 0.18 -1.00 3.14
C -0.71 1.32 3.53
H -2.60 0.54 1.94
H 0.88 -1.04 2.29
H -0.29 -1.99 3.26
H 0.71 -0.73 4.05
H -0.24 2.03 2.82
H -0.09 1.22 4.42
H -1.70 1.70 3.80
H 5.00 2.10 -0.04
H 2.91 0.46 2.14
C 4.29 1.58 -0.69
C 3.02 1.31 1.45
N 3.37 0.81 0.13
H 4.83 0.89 -1.36
C 2.67 -0.21 -0.40
O 1.76 -0.81 0.19
H 2.08 1.89 1.41
H 2.99 -0.47 -1.43
H 3.76 2.32 -1.31
H 3.84 1.96 1.78
H 0.33 -6.19 0.07
H 2.14 -5.00 0.53
C -0.35 -5.41 -0.27
C 1.88 -4.24 -0.21
N 0.42 -4.18 -0.31
H -1.19 -5.30 0.42
C -0.20 -3.04 -0.60
O -1.46 -3.03 -0.79
H 2.25 -3.26 0.09
H 0.43 -2.14 -0.65
H -0.74 -5.66 -1.26
H 2.33 -4.51 -1.18
C -1.33 4.32 -0.42
O -0.65 3.46 -1.35
C 0.27 2.71 -0.73
O 0.45 2.78 0.48
H -0.59 4.95 0.09
H -1.85 3.71 0.34
H -2.03 4.91 -1.01
*
```

Kohn-Sham gap (alpha / beta) = 2.8 / 3.9 eV
Highest occupied orbital energy (alpha / beta) = -0.39 / -1.51 eV
⟨S²⟩ = 3.785



Record 6
# H4S3

A 2-piece molecular cluster, H4S3 overall (wB97M-V/def2-TZVPD, the OMol25 dataset).

ORCA input file:
```
! wB97M-V def2-TZVPD RIJCOSX def2/J DEFGRID3
* xyz 0 1
S 1.12 -1.11 0.90
S 0.29 -2.73 1.83
H 2.08 -1.64 0.11
H -0.78 -2.84 1.00
S -1.11 3.08 -1.73
H -0.10 2.22 -1.66
H -1.50 3.02 -0.46
*
```

Kohn-Sham gap = 10.0 eV
Structure (SMILES) = SS.S
Highest occupied orbital energy = -9.70 eV



| no. | M (g/mol) |
| --- | --- |
| 1 | 178.57 |
| 2 | 629.62 |
| 3 | 351.45 |
| 4 | 423.47 |
| 5 | 533.94 |
| 6 | 100.23 |